1.
The following is a DFT calculation (ωB97M-V with the def2-TZVPD basis set) of a gas-phase ion, C6H9N2 (charge +1).

Structure (XYZ):
```
17
Properties=species:S:1:pos:R:3:forces:R:3
N 1.663 0.533 0.940 2.11 0.87 1.59
N -0.178 1.852 0.060 2.48 -1.56 2.36
C 0.896 -0.382 1.756 0.33 -0.27 -1.56
C -0.569 -0.499 -0.333 -0.38 -0.33 -0.78
C 0.302 -1.089 0.608 -0.15 -1.08 1.71
C -0.853 0.855 -0.472 -3.37 1.33 -2.32
C -1.092 -1.369 -1.383 -1.26 -1.80 -0.81
C 1.224 1.565 0.437 -2.20 -0.13 -1.32
H 1.779 2.281 -0.070 1.86 1.22 -0.44
H -2.206 -1.426 -1.447 0.66 0.89 -0.21
H -1.726 1.262 -1.146 1.65 -1.46 1.31
H 0.686 -2.041 0.370 0.43 -0.89 -0.39
H -0.876 -2.449 -1.340 0.53 0.47 0.72
H 1.563 -0.932 2.406 -0.09 -0.39 -0.16
H -0.643 -1.084 -2.348 -0.46 0.38 0.01
H -0.209 2.721 -0.362 -0.84 2.14 -0.76
H 0.239 0.204 2.323 -1.32 0.62 1.04
```
Forces are in eV/Å.

- Frontier orbital gap (alpha / beta): 8.27 / 6.42 eV
- LUMO (alpha / beta): -3.52 / -8.07 eV
- Multiplicity: 3
- Charge: +1
- Strongest force on any atom: 4.30 eV/A
- ΔE to the lowest compared entry with this formula, charge and spin: 1.2556 eV

---

2.
The following is a DFT calculation (ωB97M-V with the def2-TZVPD basis set) of 2 unconnected molecules or ions with the total composition C6H9N2O2.

Structure (XYZ):
```
19
Properties=species:S:1:pos:R:3:forces:R:3
O 0.972 1.320 -0.287 0.03 0.19 -0.01
O 0.671 3.279 -1.331 0.16 0.16 -0.25
N -1.263 -0.121 0.236 -0.05 0.63 -0.21
N -1.265 -2.321 0.197 0.05 -0.01 -0.42
C -0.304 -2.845 2.444 -0.08 0.43 0.23
C -0.671 -0.514 1.391 0.02 -0.94 0.47
C -0.691 -1.883 1.360 -0.46 -0.12 0.32
C 2.237 1.715 -2.239 -0.18 -0.16 -0.48
C 1.216 2.166 -1.189 -0.38 -0.35 0.45
C -1.554 -1.223 -0.473 -0.38 -0.39 0.45
H -0.422 -3.870 2.091 0.43 0.05 -0.06
H 0.699 -2.597 2.801 0.11 -0.50 -0.14
H -1.289 0.826 -0.112 0.47 0.01 0.03
H 2.706 0.784 -1.979 0.44 -0.29 0.63
H -0.287 0.101 2.180 0.01 0.52 -0.29
H -2.062 -1.180 -1.418 0.08 0.00 -0.21
H -0.942 -2.763 3.331 -0.14 0.12 -0.14
H 2.989 2.481 -2.432 -0.14 0.02 -0.24
H 1.698 1.422 -3.149 0.00 0.65 -0.14
```
Forces are in eV/Å.

- Frontier orbital gap: 7.97 eV
- LUMO: 3.72 eV
- Charge: -1
- Strongest force on any atom: 1.06 eV/A
- ΔE to the lowest compared entry with this formula, charge and spin: 0.7703 eV

---

3.
The following is a DFT calculation (ωB97M-V with the def2-TZVPD basis set) of 2 unconnected molecules or ions with the total composition C6H9N2O2.

Structure (XYZ):
```
19
Properties=species:S:1:pos:R:3:forces:R:3
O -1.872 -1.254 1.211 -0.77 -0.36 1.35
O -2.868 -3.253 1.338 0.10 -0.13 0.52
N -0.194 0.400 0.170 0.50 0.88 -0.34
N 1.629 0.873 -1.103 0.06 1.68 -0.03
C -2.229 -2.426 0.728 0.25 1.01 -1.29
C 2.654 2.790 0.206 -0.61 1.15 -0.58
C 0.514 0.190 -0.961 -0.17 -1.70 0.18
C 1.596 1.773 -0.047 0.01 -1.52 0.60
C 0.522 1.435 0.749 -0.94 -0.21 0.79
C -1.954 -2.596 -0.781 0.86 -0.28 1.56
H -1.292 -0.451 0.800 0.64 -0.84 -1.08
H -1.775 -3.640 -1.032 -0.52 -0.06 -0.01
H 2.648 3.155 1.234 0.03 -0.31 0.15
H 3.661 2.455 -0.060 -0.21 0.07 -0.08
H -2.860 -2.182 -1.201 0.13 0.12 -0.79
H 2.364 3.698 -0.383 0.72 -0.49 0.14
H 0.171 1.757 1.744 0.51 0.25 -0.70
H 0.304 -0.648 -1.628 -0.16 0.32 0.08
H -1.019 -2.078 -0.983 -0.39 0.43 -0.49
```
Forces are in eV/Å.

- Frontier orbital gap: 7.90 eV
- LUMO: 3.89 eV
- Charge: -1
- Strongest force on any atom: 1.80 eV/A
- ΔE to the lowest compared entry with this formula, charge and spin: 0.7674 eV

---

4.
The following is a DFT calculation (ωB97M-V with the def2-TZVPD basis set) of 2 unconnected molecules or ions with the total composition C6H9N2O2.

Structure (XYZ):
```
19
Properties=species:S:1:pos:R:3:forces:R:3
O -0.504 2.025 3.508 0.02 -0.05 -0.14
O -1.091 0.587 1.900 -0.44 0.03 -0.15
N -0.161 -0.482 -0.257 -1.49 0.90 -1.99
N 0.738 -1.790 -1.834 0.40 0.55 0.20
C -0.246 1.256 2.569 -0.06 0.12 0.32
C -0.204 -0.819 -3.921 -0.69 -0.43 -0.10
C 0.645 -1.521 -0.548 -0.35 0.52 0.99
C -0.592 -0.009 -1.492 0.12 -0.33 0.67
C -0.026 -0.812 -2.434 0.53 -0.50 -0.68
C 1.240 1.081 2.215 0.06 -0.20 -0.06
H 1.233 -1.872 0.275 0.19 -0.95 -0.04
H 1.495 1.598 1.289 -0.09 0.20 0.03
H -1.143 -1.364 -4.101 0.04 0.34 -0.39
H 1.487 0.034 2.023 -0.05 0.01 0.17
H -1.288 0.812 -1.529 0.03 0.01 -0.19
H 0.544 -1.348 -4.512 0.33 -0.13 0.56
H -0.754 -0.092 0.570 1.70 -0.36 0.88
H 1.831 1.473 3.043 0.09 -0.03 -0.15
H -0.250 0.171 -4.355 -0.32 0.32 0.05
```
Forces are in eV/Å.

- Frontier orbital gap: 8.49 eV
- LUMO: 3.62 eV
- Charge: -1
- Strongest force on any atom: 2.64 eV/A
- ΔE to the lowest compared entry with this formula, charge and spin: 0.5437 eV

---

5.
The following is a DFT calculation (ωB97M-V with the def2-TZVPD basis set) of 2 unconnected molecules or ions with the total composition C6H9N2O2.

Structure (XYZ):
```
19
Properties=species:S:1:pos:R:3:forces:R:3
O 0.418 2.037 1.374 0.33 -0.24 -0.16
O -0.516 1.139 3.212 0.06 0.14 -0.03
N -1.099 -1.629 -1.295 -0.16 -0.58 0.07
N 0.237 -0.078 -0.482 -0.21 0.15 -0.47
C -0.668 -1.041 -0.211 0.25 0.53 0.71
C 0.416 1.302 2.402 -0.28 -0.16 0.13
C -0.444 -1.019 -2.338 -0.63 0.15 -0.22
C 0.332 -0.020 -1.849 1.18 0.43 0.37
C -0.897 -1.317 -3.719 -0.64 -0.20 -0.98
C 1.685 0.468 2.698 0.16 1.24 0.06
H 2.260 0.246 1.801 -0.32 -0.70 -0.15
H -1.932 -0.985 -3.834 -0.20 -0.15 0.25
H 2.392 1.124 3.222 -0.25 -0.02 0.35
H -0.907 -2.382 -3.987 0.17 0.13 0.32
H 1.367 -0.329 3.358 0.45 -0.46 -0.20
H -0.425 -0.793 -4.547 0.69 0.14 0.28
H 0.561 0.672 0.146 -0.24 0.11 0.28
H 1.020 0.708 -2.260 -0.27 -0.20 -0.35
H -0.986 -1.175 0.818 -0.07 -0.31 -0.27
```
Forces are in eV/Å.

- Frontier orbital gap: 8.23 eV
- LUMO: 3.57 eV
- Charge: -1
- Strongest force on any atom: 1.31 eV/A
- ΔE to the lowest compared entry with this formula, charge and spin: 0.5119 eV

---

6.
The following is a DFT calculation (ωB97M-V with the def2-TZVPD basis set) of 2 unconnected molecules or ions with the total composition C6H9N2O2.

Structure (XYZ):
```
19
Properties=species:S:1:pos:R:3:forces:R:3
O -1.433 -0.846 2.700 4.25 -1.47 5.11
O -2.540 -1.020 0.952 -2.70 -2.12 -5.55
N 0.726 -0.125 -2.172 1.55 -1.07 1.42
N 0.934 -0.125 0.096 0.74 0.44 -4.30
C -2.211 -0.405 1.915 -0.71 1.57 -0.09
C -2.665 0.993 2.159 -0.17 1.00 -1.76
C 1.988 0.482 -1.902 -2.45 -0.52 5.70
C 3.105 0.805 -2.852 0.75 -1.52 -0.08
C 0.214 -0.603 -0.994 2.54 2.84 -1.06
C 2.042 0.590 -0.399 -0.98 -1.74 -3.89
H 2.680 0.728 -3.913 1.04 0.73 1.41
H 3.648 1.708 -2.483 -0.78 -0.16 -1.04
H -0.645 -1.219 -0.886 -0.67 -0.05 0.17
H 3.970 0.005 -2.740 -1.87 1.12 -0.42
H -2.933 1.497 1.189 -0.85 -0.55 1.10
H 0.824 -0.525 0.977 -0.41 -0.31 1.97
H -3.333 0.989 3.009 -0.34 0.60 -0.06
H 2.849 0.876 0.236 0.21 0.26 0.32
H -1.733 1.451 2.353 0.85 0.96 1.07
```
Forces are in eV/Å.

- Frontier orbital gap: 7.02 eV
- LUMO: 3.30 eV
- Charge: -1
- Strongest force on any atom: 6.81 eV/A
- ΔE to the lowest compared entry with this formula, charge and spin: 2.6573 eV

---

7.
The following is a DFT calculation (ωB97M-V with the def2-TZVPD basis set) of 2 unconnected molecules or ions with the total composition C6H9N2O2.

Structure (XYZ):
```
19
Properties=species:S:1:pos:R:3:forces:R:3
O -1.909 -0.767 -1.801 2.28 -0.08 -1.09
O -3.960 -1.556 -1.808 -2.26 -1.39 -1.06
N 0.315 -0.496 0.027 1.50 0.24 -1.35
N 2.187 -1.178 1.049 -1.22 -4.83 -2.21
C 1.142 0.600 0.248 -0.97 0.41 1.80
C 3.464 0.950 1.044 0.96 1.37 3.59
C 1.070 -1.612 0.275 1.41 1.62 3.15
C -3.117 -0.721 -1.549 0.88 0.35 1.76
C -3.451 0.360 -0.555 -0.87 2.12 -2.49
C 2.275 0.114 0.985 -2.73 2.64 -3.96
H 3.566 1.303 2.122 0.19 -0.01 -0.91
H 3.438 1.868 0.472 -0.40 0.19 -0.32
H -2.691 1.076 -0.479 1.70 0.81 0.04
H -4.265 1.012 -0.873 -0.81 -0.51 0.24
H -0.536 -0.390 -0.554 0.17 -0.68 -0.12
H 0.866 -2.679 0.023 -0.15 1.35 0.48
H 0.734 1.645 0.113 0.71 -1.49 0.05
H -3.551 -0.036 0.374 -0.90 -1.28 2.76
H 4.423 0.506 0.889 0.53 -0.84 -0.38
```
Forces are in eV/Å.

- Frontier orbital gap (alpha / beta): 2.26 / 7.51 eV
- LUMO (alpha / beta): 6.01 / 5.94 eV
- Multiplicity: 2
- Charge: -2
- Strongest force on any atom: 5.49 eV/A
- ΔE to the lowest compared entry with this formula, charge and spin: 1.8244 eV

---

8.
The following is a DFT calculation (ωB97M-V with the def2-TZVPD basis set) of 2 unconnected molecules or ions with the total composition C6H9N2O2.

Structure (XYZ):
```
19
Properties=species:S:1:pos:R:3:forces:R:3
O -1.801 -1.425 -0.877 1.79 -2.50 -1.76
O -1.149 -2.658 -2.615 -0.05 0.34 0.70
N 0.138 2.510 1.514 -0.15 0.38 -1.27
N -0.210 0.638 0.395 2.38 -1.52 -1.68
C -0.353 -3.300 -0.431 -0.78 -2.41 -1.43
C 2.567 2.808 1.247 0.87 -2.03 0.92
C -0.744 1.623 1.138 -2.36 -2.15 0.40
C 1.110 0.916 0.161 0.53 3.74 2.08
C -1.133 -2.402 -1.340 -1.98 1.64 0.75
C 1.290 2.188 0.820 -0.30 -2.94 0.31
H 0.277 -4.143 -0.870 -0.98 1.33 0.33
H 2.541 3.854 1.296 0.05 1.61 -0.53
H -1.805 1.331 1.406 1.27 1.59 0.17
H 2.714 2.528 2.329 0.05 0.02 -0.95
H 3.423 2.390 0.669 -0.54 0.64 0.38
H 1.869 0.196 -0.105 -0.27 0.08 -0.54
H -1.072 -3.698 0.295 0.13 -0.04 -0.22
H 0.221 -2.611 0.065 1.90 1.41 1.53
H -0.482 -0.223 -0.086 -1.57 0.81 0.82
```
Forces are in eV/Å.

- Frontier orbital gap (alpha / beta): 8.47 / 4.26 eV
- LUMO (alpha / beta): 0.41 / -3.80 eV
- Multiplicity: 2
- Strongest force on any atom: 4.31 eV/A
- ΔE to the lowest compared entry with this formula, charge and spin: 1.7101 eV

---

9.
The following is a DFT calculation (ωB97M-V with the def2-TZVPD basis set) of a gas-phase ion, C6H9N2OS (charge +1).

Structure (XYZ):
```
19
Properties=species:S:1:pos:R:3:forces:R:3
S 3.167 -0.114 1.503 -0.83 0.69 0.16
O 0.597 0.259 0.695 -0.29 1.17 0.94
N 1.028 -1.603 -1.261 1.58 0.14 0.95
N -0.047 -1.018 -1.120 -0.10 1.05 0.58
C -0.333 -0.054 -0.218 -0.67 0.19 -0.49
C -1.297 -1.334 -1.851 -0.95 -0.67 -0.69
C -1.743 0.412 -0.235 0.04 0.03 0.38
C 2.859 1.296 2.637 0.20 -0.07 -0.04
C -2.215 -0.142 -1.588 0.15 0.05 -0.05
C 1.750 -0.266 0.707 0.38 -2.67 -1.94
H 2.199 0.968 3.435 -0.01 -0.03 0.00
H -3.260 -0.442 -1.568 0.06 0.00 -0.01
H 3.832 1.557 3.043 0.02 0.07 0.03
H -1.064 -1.498 -2.904 0.09 0.04 0.20
H 2.436 2.137 2.095 0.05 -0.01 -0.05
H -1.817 1.498 -0.176 0.05 -0.03 0.04
H -2.091 0.612 -2.366 0.02 -0.05 0.05
H -1.690 -2.265 -1.432 0.14 0.10 -0.02
H -2.314 -0.005 0.603 0.06 0.02 -0.04
```
Forces are in eV/Å.

- Frontier orbital gap (alpha / beta): 7.10 / 6.73 eV
- LUMO (alpha / beta): -5.37 / -5.55 eV
- Charge: +1
- Strongest force on any atom: 3.33 eV/A
- ΔE to the lowest compared entry with this formula, charge and spin: 4.9595 eV

---

10.
The following is a DFT calculation (ωB97M-V with the def2-TZVPD basis set) of 3 unconnected molecules or ions with the total composition C6H9N3.

Structure (XYZ):
```
18
Properties=species:S:1:pos:R:3:forces:R:3
N 11.197 -17.250 -3.535 -1.22 0.49 0.20
N 16.873 -18.260 -4.712 -4.40 1.00 1.72
N 5.289 -17.010 -4.418 1.98 -0.39 -0.98
C 15.772 -18.047 -4.307 6.20 -2.08 -2.21
C 14.439 -17.822 -3.904 -0.70 1.07 0.46
C 8.705 -16.542 -3.422 -0.85 0.27 0.89
C 3.041 -16.541 -3.210 -0.32 -0.64 -0.72
C 4.317 -16.804 -3.879 -2.06 0.55 1.22
C 10.091 -16.911 -3.458 1.88 -0.88 -0.49
H 2.338 -16.152 -3.947 0.22 0.73 0.10
H 14.112 -18.398 -3.039 0.00 -0.23 -0.36
H 8.496 -16.127 -2.437 0.09 0.43 -0.01
H 14.502 -16.785 -3.572 -0.79 0.24 -0.02
H 8.038 -17.404 -3.429 0.17 -0.07 -0.64
H 13.806 -17.912 -4.787 -0.33 0.01 0.41
H 2.553 -17.496 -3.014 0.34 -0.12 0.63
H 3.150 -15.921 -2.320 -0.12 -0.11 -0.22
H 8.460 -15.805 -4.187 -0.08 -0.25 0.02
```
Forces are in eV/Å.

- Frontier orbital gap: 11.23 eV
- LUMO: 0.38 eV
- Structure (SMILES): CC#N.CC#N.CC#N
- Strongest force on any atom: 6.90 eV/A
- ΔE to the lowest compared entry with this formula, charge and spin: 0.7649 eV